ORCA calculation (ωB97M-V/def2-TZVPD) on C9H11NO as an isolated structure at a distorted geometry.

Orbital gap   9.91 eV
Charge   0
ΔE to the lowest compared entry with this formula, charge and spin   449.20 kJ/mol

Positions of all 22 atoms, in Å:
C: 1.0037 0.4171 -2.4355
C: 1.5633 0.9644 -1.2693
C: -0.0203 -0.4569 -2.2816
C: 1.1539 0.7213 0.0298
C: -0.4774 -0.7151 -0.9935
C: 0.0665 -0.1202 0.1166
C: -1.4452 0.3993 2.1766
C: 1.7504 1.2658 1.3062
C: -1.7538 -1.6417 -0.7207
N: -0.7297 -0.5728 1.7388
O: -0.5687 -1.7143 2.1963
H: 1.3953 0.8342 -3.4238
H: 2.4273 1.5475 -1.3048
H: -0.4410 -1.1582 -2.9188
H: -1.9813 0.3884 3.1558
H: -1.6102 1.3726 1.5704
H: 1.6864 2.3960 1.5434
H: 1.4237 0.6567 2.1862
H: 2.8181 1.1606 1.1103
H: -1.6437 -2.0354 0.3034
H: -2.7159 -1.0927 -0.8237
H: -1.9014 -2.6168 -1.2618